1.
The following is a quantum chemistry calculation of a structure of composition C50H37N8O3SiZr, from OMol25.

Results
Kohn-Sham gap: 6.708 eV
charge: +1
energy relative to the best compared isomer or geometry (same formula, charge and spin): 0.5778 eV
molecular weight: 917.209 g mol⁻¹
LUMO: -0.1478 hartree
max |F|: 1.6 eV/A
DFT total energy: -79675.206 eV
spin multiplicity: 1

```
100
Properties=species:S:1:pos:R:3:mulliken_charge:R:1
Zr -1.17 1.34 -0.25 0.343
C -0.31 4.86 -3.07 -0.527
C -0.97 4.02 -2.19 -0.378
N -0.32 3.38 -1.23 0.208
C 0.99 3.59 -1.12 -0.469
C 1.65 4.41 -2.02 -0.353
N 1.01 5.04 -3.00 -0.583
C 1.64 2.92 0.04 1.133
C 2.94 3.16 0.42 -0.456
C 3.44 2.57 1.58 1.181
C 2.57 1.78 2.32 -0.803
C 1.28 1.56 1.87 -0.415
N 0.83 2.11 0.74 0.054
C 0.31 0.71 2.61 -0.019
C 0.68 -0.06 3.70 -0.068
N -0.21 -0.78 4.40 -0.638
C -1.46 -0.72 3.98 -0.631
C -1.83 0.01 2.86 -0.115
N -0.95 0.73 2.17 0.535
C 4.86 2.76 2.01 0.815
C 5.46 1.89 2.90 -0.325
C 6.78 2.09 3.26 -0.539
N 7.53 3.09 2.80 -0.576
C 6.95 3.93 1.94 -0.464
C 5.63 3.80 1.52 -0.551
H -0.85 5.38 -3.85 0.432
H -2.04 3.84 -2.27 0.494
H 2.72 4.55 -1.97 0.451
H 3.57 3.80 -0.18 0.229
H 2.89 1.34 3.25 0.766
H 1.71 -0.13 4.02 0.467
H -2.21 -1.29 4.52 0.475
H -2.86 0.01 2.51 0.064
H 4.94 1.03 3.31 0.249
H 7.26 1.41 3.96 0.385
H 7.56 4.74 1.57 0.377
H 5.24 4.54 0.83 0.367
O -2.41 2.65 0.62 -0.462
C -3.56 2.51 1.28 0.721
C -3.93 3.45 2.24 -0.811
C -5.12 3.30 2.93 -0.406
C -5.98 2.24 2.66 -0.889
C -5.64 1.33 1.69 -0.580
C -4.43 1.44 0.99 0.322
C -4.19 0.51 -0.10 -0.414
N -3.09 0.50 -0.77 1.073
N -3.03 -0.28 -1.94 -1.110
C -2.03 0.12 -2.67 0.714
O -1.21 1.10 -2.30 -0.678
C -1.84 -0.50 -4.00 0.403
C -0.96 0.09 -4.90 -0.031
C -0.78 -0.46 -6.16 -0.827
C -1.46 -1.62 -6.51 -0.409
C -2.33 -2.22 -5.60 -0.823
C -2.52 -1.66 -4.35 -0.297
H -3.25 4.27 2.44 0.499
H -5.38 4.03 3.68 0.432
H -6.91 2.14 3.20 0.425
H -6.31 0.51 1.45 0.424
H -4.99 -0.15 -0.42 0.418
H -0.43 0.99 -4.62 0.432
H -0.11 0.01 -6.87 0.421
H -1.32 -2.06 -7.48 0.428
H -2.85 -3.13 -5.87 0.424
H -3.20 -2.12 -3.64 0.428
O -0.33 -0.44 -0.19 0.148
Si 0.07 -2.03 0.02 -0.533
C -1.30 -2.86 0.96 1.227
C -1.21 -3.41 2.24 -0.542
C -2.32 -4.00 2.84 -0.784
C -3.54 -4.03 2.18 -0.759
C -3.65 -3.48 0.91 -0.792
C -2.54 -2.91 0.30 -0.064
C 1.73 -2.08 0.88 0.842
C 2.18 -3.10 1.72 -0.331
C 3.47 -3.10 2.24 -0.878
C 4.36 -2.08 1.91 -0.789
C 3.95 -1.07 1.05 -0.387
C 2.66 -1.07 0.54 -0.010
C 0.29 -2.86 -1.62 0.804
C 0.09 -4.24 -1.75 -0.582
C 0.37 -4.89 -2.94 -0.708
C 0.86 -4.17 -4.03 -0.709
C 1.08 -2.80 -3.91 -0.521
C 0.79 -2.16 -2.72 -0.246
H -0.28 -3.37 2.79 0.169
H -2.23 -4.43 3.83 0.474
H -4.40 -4.50 2.65 0.399
H -4.60 -3.51 0.38 0.523
H -2.64 -2.49 -0.70 0.435
H 1.53 -3.93 1.98 0.385
H 3.79 -3.90 2.89 0.452
H 5.37 -2.09 2.30 0.465
H 4.65 -0.30 0.76 0.584
H 2.37 -0.28 -0.14 0.045
H -0.30 -4.82 -0.92 0.424
H 0.21 -5.96 -3.03 0.445
H 1.08 -4.68 -4.96 0.394
H 1.45 -2.24 -4.76 0.453
H 0.97 -1.09 -2.65 0.031
```

---

2.
The following is a quantum chemistry calculation of a structure of composition C50H37N8O3SiZr, from OMol25.

Results
Kohn-Sham gap: 6.568 eV
charge: +1
energy relative to the best compared isomer or geometry (same formula, charge and spin): 0.2670 eV
molecular weight: 917.209 g mol⁻¹
LUMO: -0.1491 hartree
max |F|: 0.5 eV/A
DFT total energy: -79675.517 eV
spin multiplicity: 1

```
100
Properties=species:S:1:pos:R:3:mulliken_charge:R:1
Zr -0.45 -0.12 0.00 0.709
C 0.13 1.54 -4.25 -0.573
C 0.01 1.41 -2.87 -0.351
N 0.18 0.23 -2.29 0.274
C 0.46 -0.83 -3.06 -0.424
C 0.54 -0.68 -4.44 -0.304
N 0.37 0.49 -5.03 -0.571
C 0.71 -2.10 -2.34 0.952
C 1.06 -3.28 -2.98 -0.604
C 1.39 -4.40 -2.22 0.493
C 1.37 -4.27 -0.83 -0.807
C 0.98 -3.07 -0.26 0.167
N 0.64 -2.02 -1.00 0.070
C 1.00 -2.86 1.21 -0.041
C 1.31 -3.86 2.12 -0.184
N 1.47 -3.61 3.42 -0.609
C 1.30 -2.36 3.81 -0.787
C 0.91 -1.36 2.93 -0.064
N 0.78 -1.61 1.63 0.573
C 1.76 -5.68 -2.86 0.308
C 1.34 -6.89 -2.31 -0.312
C 1.70 -8.07 -2.95 -0.562
N 2.44 -8.10 -4.06 -0.576
C 2.84 -6.94 -4.57 -0.460
C 2.52 -5.71 -4.01 -0.577
H 0.00 2.50 -4.73 0.417
H -0.23 2.25 -2.24 0.518
H 0.73 -1.52 -5.09 0.439
H 1.08 -3.33 -4.05 0.692
H 1.67 -5.10 -0.22 0.796
H 1.43 -4.89 1.82 0.444
H 1.44 -2.13 4.86 0.481
H 0.72 -0.35 3.27 0.077
H 0.73 -6.93 -1.42 0.405
H 1.39 -9.02 -2.55 0.382
H 3.44 -7.00 -5.47 0.377
H 2.90 -4.81 -4.47 0.501
O 1.20 0.98 0.47 -0.582
C 1.63 1.57 1.57 0.772
C 3.01 1.70 1.81 -0.677
C 3.47 2.28 2.97 -0.452
C 2.58 2.78 3.92 -0.875
C 1.23 2.70 3.69 -0.616
C 0.73 2.09 2.53 0.286
C -0.69 2.09 2.30 -0.429
N -1.26 1.46 1.34 0.984
N -2.61 1.72 1.13 -1.082
C -2.93 1.37 -0.08 0.536
O -2.05 0.86 -0.92 -0.728
C -4.31 1.60 -0.56 0.496
C -4.59 1.49 -1.92 -0.031
C -5.88 1.71 -2.37 -0.794
C -6.89 2.03 -1.48 -0.428
C -6.61 2.13 -0.12 -0.751
C -5.32 1.92 0.34 -0.361
H 3.69 1.31 1.06 0.497
H 4.53 2.36 3.14 0.430
H 2.95 3.25 4.83 0.427
H 0.52 3.10 4.41 0.419
H -1.32 2.71 2.93 0.424
H -3.80 1.22 -2.60 0.400
H -6.10 1.63 -3.43 0.419
H -7.90 2.20 -1.83 0.423
H -7.40 2.37 0.58 0.426
H -5.09 1.99 1.39 0.429
O -1.78 -1.43 0.67 0.433
Si -2.80 -2.32 1.59 -0.517
C -2.45 -1.92 3.39 0.696
C -1.89 -2.80 4.32 -0.262
C -1.59 -2.38 5.61 -0.898
C -1.82 -1.07 5.99 -0.678
C -2.38 -0.18 5.08 -0.960
C -2.70 -0.60 3.80 0.064
C -2.50 -4.11 1.13 0.718
C -2.82 -5.20 1.95 -0.381
C -2.63 -6.51 1.52 -0.928
C -2.14 -6.75 0.24 -0.714
C -1.85 -5.69 -0.60 -0.434
C -2.02 -4.38 -0.15 -0.045
C -4.55 -1.85 1.16 0.695
C -5.54 -1.71 2.14 -0.415
C -6.85 -1.43 1.79 -0.864
C -7.20 -1.29 0.45 -0.604
C -6.23 -1.42 -0.53 -0.610
C -4.92 -1.69 -0.18 -0.298
H -1.67 -3.82 4.04 0.348
H -1.17 -3.09 6.32 0.481
H -1.59 -0.75 7.00 0.403
H -2.59 0.84 5.38 0.504
H -3.15 0.10 3.11 0.552
H -3.24 -5.04 2.93 0.485
H -2.88 -7.33 2.17 0.446
H -2.01 -7.77 -0.11 0.450
H -1.51 -5.87 -1.61 0.694
H -1.80 -3.56 -0.82 -0.047
H -5.28 -1.82 3.19 0.412
H -7.61 -1.32 2.56 0.434
H -8.22 -1.07 0.18 0.442
H -6.49 -1.29 -1.58 0.452
H -4.16 -1.78 -0.96 0.112
```

---

3.
The following is a quantum chemistry calculation of a structure of composition C50H39N11OSiTi, from OMol25.

Results
Kohn-Sham gap (spin up / spin down): 5.330 / 5.331 eV
energy relative to the best compared isomer or geometry (same formula, charge and spin): 4.3313 eV
molecular weight: 885.891 g mol⁻¹
LUMO (spin up / spin down): -0.0435 / -0.0434 hartree
max |F|: 1.6 eV/A
DFT total energy: -101915.519 eV
spin multiplicity: 1

```
103
Properties=species:S:1:pos:R:3:mulliken_charge:R:1
Ti 0.36 -0.28 -0.69 -1.737
C -2.03 1.72 -6.52 -0.635
C -1.04 2.72 -6.35 -0.699
C -0.24 2.75 -5.24 -0.753
C -0.41 1.74 -4.26 0.538
C 0.17 1.44 -3.03 -0.883
N -0.37 0.34 -2.50 1.576
C -1.36 -0.11 -3.30 -0.713
N -2.21 -1.12 -2.94 -0.442
C -2.14 -1.62 -1.76 0.067
C -3.20 -2.46 -1.19 0.336
C -4.26 -3.10 -1.82 -0.134
C -5.18 -3.75 -1.02 -0.820
C -5.06 -3.74 0.37 -1.118
C -4.00 -3.08 0.98 -0.386
C -3.07 -2.45 0.18 -0.826
C -1.85 -1.64 0.58 1.463
N -2.34 -0.41 1.19 -0.134
C -2.00 0.76 0.85 -1.104
N -1.03 1.20 -0.10 1.440
C -0.97 2.53 -0.08 -0.014
N -0.10 3.37 -0.62 -0.561
C 1.01 3.01 -1.24 0.301
N 1.18 2.01 -2.22 1.396
C 2.66 1.71 -2.35 -1.317
N 1.97 0.93 -1.45 -0.054
C 3.28 2.89 -1.75 0.836
C 4.61 3.26 -1.65 -1.205
C 4.93 4.42 -0.96 -0.394
C 3.93 5.21 -0.38 -0.708
C 2.60 4.85 -0.45 -0.450
C 2.28 3.67 -1.13 0.364
C -2.01 3.06 0.83 -0.073
C -2.35 4.36 1.16 -0.311
C -3.34 4.53 2.12 -0.732
C -3.94 3.43 2.73 -0.755
C -3.58 2.13 2.40 -0.105
C -2.60 1.98 1.44 0.575
N -1.21 -1.37 -0.75 0.818
C -1.41 0.73 -4.44 -0.158
C -2.23 0.74 -5.59 -0.786
H -2.65 1.74 -7.41 0.415
H -0.92 3.47 -7.11 0.414
H 0.52 3.51 -5.12 0.528
H -4.35 -3.07 -2.90 0.580
H -6.02 -4.27 -1.47 0.400
H -5.80 -4.25 0.97 0.432
H -3.93 -3.05 2.06 0.466
H 5.38 2.66 -2.11 0.492
H 5.96 4.72 -0.87 0.412
H 4.21 6.13 0.12 0.417
H 1.82 5.46 -0.02 0.546
H -1.87 5.20 0.68 0.567
H -3.64 5.53 2.41 0.411
H -4.71 3.60 3.48 0.443
H -4.04 1.27 2.86 0.567
H -2.99 -0.02 -5.71 0.535
C 4.39 -2.56 -0.32 -2.016
C 3.03 -2.11 -0.75 1.151
N 2.26 -1.39 -0.03 1.401
N 2.77 -1.01 1.20 -1.430
C 1.97 -0.14 1.73 0.163
O 0.86 0.23 1.18 0.494
C 2.30 0.50 3.03 -0.216
C 3.41 0.09 3.76 -0.225
C 3.69 0.67 4.98 -0.902
C 2.86 1.68 5.47 -0.420
C 1.76 2.09 4.74 -1.081
C 1.48 1.51 3.52 -0.022
C 2.53 -2.44 -2.10 0.625
C 3.32 -3.07 -3.05 -1.053
C 2.78 -3.37 -4.28 -0.522
C 1.46 -3.03 -4.52 -1.200
C 0.74 -2.38 -3.53 0.036
N 1.26 -2.08 -2.34 0.564
H 4.46 -2.56 0.76 0.411
H 5.15 -1.86 -0.70 0.339
H 4.61 -3.55 -0.72 0.518
H 4.04 -0.70 3.37 0.484
H 4.54 0.34 5.55 0.428
H 3.08 2.14 6.43 0.405
H 1.12 2.88 5.12 0.442
H 0.62 1.82 2.94 0.473
H 4.35 -3.32 -2.83 0.412
H 3.37 -3.85 -5.04 0.424
H 0.98 -3.25 -5.47 0.493
H -0.29 -2.10 -3.69 0.386
C -2.60 -1.54 4.12 -1.080
Si -1.31 -2.68 3.37 0.264
C -1.83 -4.47 3.62 -1.155
C 0.33 -2.39 4.25 -1.030
C -0.92 -2.40 1.52 0.303
H -2.91 -1.94 5.09 0.508
H -3.48 -1.40 3.50 0.285
H -2.17 -0.55 4.29 0.300
H -2.04 -4.67 4.67 0.379
H -1.04 -5.15 3.30 0.311
H -2.72 -4.72 3.04 0.349
H 0.28 -2.69 5.30 0.444
H 0.59 -1.33 4.22 0.092
H 1.14 -2.95 3.78 0.301
H -0.75 -3.39 1.08 0.544
H 0.06 -1.91 1.54 -0.706
```

---

4.
The following is a quantum chemistry calculation of a structure of composition C50H40BrHfN5OS4Te, from OMol25.

Results
Kohn-Sham gap: 6.180 eV
energy relative to the best compared isomer or geometry (same formula, charge and spin): 0.0000 eV
molecular weight: 1241.166 g mol⁻¹
LUMO: -0.0241 hartree
max |F|: 1.0 eV/A
DFT total energy: -183984.393 eV
spin multiplicity: 1

```
103
Properties=species:S:1:pos:R:3:mulliken_charge:R:1
Hf 0.81 -1.29 0.23 -0.295
C 3.74 -3.78 2.78 -0.976
C 2.56 -3.23 2.27 -0.024
N 2.48 -2.73 1.05 -0.055
C 3.59 -2.70 0.27 0.394
C 4.84 -3.17 0.73 1.044
C 4.87 -3.75 2.01 -0.590
C 5.98 -3.01 -0.09 -0.898
C 5.84 -2.38 -1.30 -1.191
C 4.59 -1.97 -1.79 -0.077
C 3.43 -2.17 -1.06 0.232
N 2.12 -1.92 -1.42 0.563
C 1.62 -1.85 -2.69 1.232
C 2.31 -1.94 -3.90 -1.270
C 1.66 -1.70 -5.12 -0.803
C 0.33 -1.42 -5.20 -0.942
C -0.45 -1.53 -4.03 1.373
C -1.86 -1.52 -4.03 -0.869
C -2.55 -1.83 -2.89 -0.767
C -1.83 -2.10 -1.72 -0.369
N -0.52 -2.02 -1.66 -0.315
C 0.19 -1.77 -2.79 -0.014
H 3.74 -4.21 3.77 0.406
H 1.66 -3.18 2.86 0.385
H 5.80 -4.15 2.38 0.428
H 6.94 -3.36 0.26 0.402
H 6.72 -2.20 -1.91 0.429
H 4.56 -1.44 -2.73 0.302
H 3.34 -2.23 -3.92 0.794
H 2.26 -1.75 -6.03 0.359
H -0.15 -1.18 -6.14 0.426
H -2.37 -1.28 -4.95 0.435
H -3.63 -1.88 -2.89 0.454
H -2.34 -2.37 -0.80 0.433
S 3.26 2.97 1.47 -0.255
C 2.02 3.35 0.46 0.284
N 1.15 4.36 0.68 0.329
C 0.27 4.76 -0.40 -0.383
C 1.07 4.70 -1.69 -1.057
N 1.51 3.32 -1.90 0.733
C 1.50 2.74 -3.24 -1.071
C 2.90 2.56 -3.79 0.111
C 3.83 3.59 -3.69 -0.282
C 5.14 3.41 -4.12 -0.868
C 5.52 2.20 -4.68 -0.595
C 4.59 1.18 -4.82 -0.470
C 3.29 1.36 -4.37 0.689
C 1.91 2.62 -0.84 -0.871
S 2.37 1.01 -0.98 0.312
C 0.87 4.87 2.02 -1.487
C -0.56 4.59 2.43 0.482
C -1.56 5.54 2.25 -0.231
C -2.88 5.25 2.59 -0.663
C -3.20 4.01 3.11 -0.498
C -2.20 3.06 3.31 -0.525
C -0.89 3.34 2.97 -0.206
H -0.07 5.78 -0.22 0.590
H -0.60 4.10 -0.46 0.024
H 1.93 5.37 -1.63 0.294
H 0.44 5.00 -2.53 0.431
H 0.93 3.41 -3.89 0.674
H 0.99 1.78 -3.20 0.009
H 3.54 4.54 -3.26 0.318
H 5.85 4.22 -4.03 0.411
H 6.55 2.05 -5.00 0.389
H 4.89 0.24 -5.27 0.418
H 2.57 0.55 -4.47 0.165
H 1.07 5.94 2.05 0.426
H 1.56 4.36 2.70 0.582
H -1.31 6.52 1.87 0.395
H -3.65 6.00 2.45 0.393
H -4.22 3.78 3.38 0.423
H -2.45 2.09 3.72 0.441
H -0.11 2.61 3.16 0.324
C -6.85 -3.34 3.58 -0.953
C -7.15 -4.00 4.90 0.654
O -8.25 -4.15 5.35 -0.535
S -5.76 -4.61 5.88 -0.156
C -4.34 -4.17 4.89 -0.306
C -3.76 -2.92 5.03 -0.395
C -2.73 -2.54 4.19 -0.383
C -2.26 -3.43 3.21 0.186
C -2.78 -4.72 3.15 -0.647
C -3.81 -5.10 4.00 -0.356
C -1.32 -2.96 2.23 0.407
C -0.61 -2.54 1.35 -0.707
H -6.27 -4.00 2.94 0.324
H -6.26 -2.43 3.75 0.249
H -7.79 -3.09 3.10 0.364
H -4.13 -2.23 5.78 0.472
H -2.27 -1.56 4.27 0.583
H -2.37 -5.43 2.44 0.497
H -4.23 -6.09 3.95 0.460
Br 1.39 -0.07 2.47 -0.496
Te -0.80 1.00 -0.46 -0.035
C -2.88 0.72 -0.18 0.458
C -3.58 -0.11 0.65 -0.286
C -4.97 0.18 0.68 -0.720
C -5.31 1.23 -0.12 -0.578
S -3.93 1.86 -0.93 -0.130
H -3.11 -0.90 1.22 0.419
H -5.69 -0.36 1.28 0.393
H -6.28 1.66 -0.30 0.396
```